102
Properties=species:S:1:pos:R:3 method="wB97M-V/def2-TZVPD" e_homo_ev=-6.35 energy_ha=-2365.89503 orbital_gap_ev=4.91 smiles="CC(C)(C)c1cccc(C(C)(C)C)c1N1C=CN(c2c(C(C)(C)C)cccc2C(C)(C)C)C1=Cc1ccccc1.O=C1C(F)=C(F)C(=O)C(F)=C1F"
C -2.803 -2.896 0.574
C -1.453 -3.436 1.034
C -1.167 -2.774 2.383
C -1.597 -4.937 1.291
C -0.283 -3.210 0.034
C 0.925 -3.906 0.196
C 2.045 -3.584 -0.567
C 1.909 -2.766 -1.688
C 0.617 -2.440 -2.121
C 0.267 -2.483 -3.635
C 0.108 -1.111 -4.280
C -1.004 -3.315 -3.818
C 1.388 -3.197 -4.408
C -0.325 -2.302 -1.044
N -1.028 -1.067 -0.923
C -1.913 -0.550 -1.861
C -1.986 0.777 -1.695
N -1.137 1.134 -0.649
C -0.857 2.509 -0.339
C 0.359 3.105 -0.774
C 1.264 2.597 -1.948
C 2.606 3.344 -1.933
C 0.532 2.880 -3.264
C 1.644 1.128 -1.902
C 0.681 4.356 -0.231
C -0.287 5.154 0.360
C -1.573 4.651 0.501
C -1.857 3.298 0.275
C -3.303 2.864 0.687
C -3.692 3.574 1.995
C -3.495 1.385 0.985
C -4.275 3.308 -0.411
C -0.556 -0.012 -0.138
C 0.562 -0.069 0.679
C 0.849 0.971 1.644
C -0.143 1.463 2.516
C 0.129 2.571 3.317
C 1.412 3.131 3.322
C 2.436 2.567 2.556
C 2.157 1.495 1.716
H -3.106 -3.299 -0.397
H -3.554 -3.192 1.323
H -2.813 -1.803 0.539
H -0.252 -3.168 2.836
H -1.059 -1.688 2.266
H -1.997 -2.958 3.083
H -0.723 -5.338 1.813
H -2.479 -5.124 1.915
H -1.715 -5.482 0.349
H 1.006 -4.700 0.946
H 3.018 -4.010 -0.307
H 2.798 -2.514 -2.275
H 0.974 -0.473 -4.069
H 0.050 -1.239 -5.372
H -0.796 -0.590 -3.953
H -0.860 -4.315 -3.393
H -1.875 -2.874 -3.328
H -1.233 -3.423 -4.883
H 1.620 -4.179 -3.978
H 1.072 -3.354 -5.446
H 2.300 -2.592 -4.436
H -2.461 -1.178 -2.542
H -2.600 1.489 -2.220
H 3.103 3.228 -0.960
H 3.282 2.924 -2.688
H 2.489 4.408 -2.163
H -0.419 2.333 -3.324
H 0.321 3.953 -3.352
H 1.153 2.587 -4.121
H 0.792 0.454 -2.003
H 2.329 0.903 -2.735
H 2.195 0.884 -0.989
H 1.696 4.760 -0.291
H -0.050 6.172 0.680
H -2.353 5.329 0.846
H -3.820 4.654 1.878
H -4.647 3.181 2.364
H -2.937 3.390 2.769
H -3.527 0.761 0.092
H -2.725 1.022 1.670
H -4.461 1.259 1.494
H -4.054 2.816 -1.365
H -5.306 3.053 -0.133
H -4.215 4.394 -0.560
H 1.330 -0.729 0.295
H -1.081 0.913 2.595
H -0.656 2.985 3.953
H 1.614 4.015 3.926
H 3.454 2.959 2.609
H 2.945 1.017 1.135
O 5.147 -3.366 4.644
C 4.405 -2.514 4.134
C 4.671 -1.886 2.835
F 5.940 -1.932 2.392
C 3.658 -1.355 2.113
F 3.847 -0.970 0.815
C 2.314 -1.442 2.666
O 1.342 -1.836 2.020
C 2.250 -1.396 4.129
F 1.133 -0.918 4.723
C 3.229 -1.999 4.835
F 3.139 -2.209 6.164

---

48
Properties=species:S:1:pos:R:3 method="wB97M-V/def2-TZVPD" e_homo_ev=-8.49 energy_ha=-1908.48932 orbital_gap_ev=8.29
Sn 0.018 -3.062 -2.470
C 4.149 1.116 -3.771
C 3.635 1.027 -2.340
N 2.185 1.216 -2.250
C 1.741 2.607 -2.074
C 1.553 2.971 -0.608
C 1.292 0.214 -2.297
S 1.940 -1.371 -2.597
N 0.026 0.600 -2.100
C -1.085 -0.110 -2.221
O -1.235 -1.326 -2.534
C -2.354 0.647 -1.967
C -2.335 2.016 -1.715
C -3.517 2.698 -1.470
C -4.727 2.017 -1.475
C -4.752 0.650 -1.724
C -3.570 -0.031 -1.971
H 5.236 1.020 -3.787
H 3.882 2.074 -4.224
H 3.722 0.315 -4.376
H 4.087 1.806 -1.726
H 3.900 0.071 -1.897
H 0.818 2.751 -2.625
H 2.505 3.236 -2.531
H 0.768 2.354 -0.170
H 1.271 4.022 -0.511
H 2.475 2.813 -0.044
H -1.386 2.535 -1.704
H -3.494 3.762 -1.274
H -5.651 2.551 -1.284
H -5.693 0.115 -1.723
H -3.575 -1.095 -2.163
F 0.096 -0.937 6.908
C -0.152 -2.222 6.585
F -1.342 -2.536 7.125
F 0.782 -2.964 7.204
C -0.138 -2.431 5.098
C 1.063 -2.693 4.453
C 1.088 -2.835 3.077
C -0.087 -2.718 2.330
C -1.288 -2.456 2.994
C -1.312 -2.312 4.371
C -0.057 -2.853 0.898
C -0.034 -2.954 -0.308
H 1.975 -2.786 5.029
H 2.020 -3.036 2.562
H -2.199 -2.362 2.417
H -2.245 -2.109 4.881